Formula: C55H66O2Sb2SeV
Source: OMol25
Level of theory: ωB97M-V with the def2-TZVPD basis set

* multiplicity: 2
* maximum force: 0.03017 hartree/bohr
* net charge: +2

Positions of all 127 atoms, in Å:
V (0.3550, 0.3618, -1.0133)
C (-5.0413, 1.2770, 3.8663)
C (-5.2436, 2.0667, 2.5747)
C (-6.6132, 1.6964, 1.9809)
C (-5.2128, 3.5673, 2.8993)
C (-4.1563, 1.7586, 1.5470)
C (-3.0905, 0.8965, 1.8116)
C (-2.1640, 0.6822, 0.8165)
Se (-0.6234, -0.4831, 1.0670)
C (0.5707, 0.7221, 2.0171)
C (0.3627, 1.0218, 3.3425)
C (1.2356, 1.9119, 3.9647)
C (2.2543, 2.4588, 3.1885)
C (2.4997, 2.1631, 1.8436)
C (1.6359, 1.2385, 1.2893)
O (1.6975, 0.7545, -0.0443)
C (3.6440, 2.9027, 1.1295)
C (3.3338, 4.4064, 1.1511)
C (4.9576, 2.6216, 1.8726)
C (3.8304, 2.4764, -0.3298)
C (1.0860, 2.3186, 5.4314)
C (2.4041, 2.0551, 6.1732)
C (0.7515, 3.8191, 5.4907)
C (-0.0304, 1.5366, 6.1238)
C (-2.2763, 1.2627, -0.4387)
O (-1.2213, 0.8845, -1.3013)
C (-3.2841, 2.1522, -0.7432)
C (-4.2034, 2.3572, 0.2906)
C (-3.4741, 2.9171, -2.0657)
C (-4.8274, 2.5233, -2.6708)
C (-3.4407, 4.4221, -1.7719)
C (-2.3856, 2.6072, -3.0969)
H (-5.8435, 1.5210, 4.5635)
H (-5.0750, 0.1974, 3.6972)
H (-4.0974, 1.5298, 4.3567)
H (-7.3915, 1.8362, 2.7337)
H (-6.8690, 2.3223, 1.1235)
H (-6.6362, 0.6515, 1.6625)
H (-5.9803, 3.8001, 3.6408)
H (-4.2443, 3.8621, 3.3105)
H (-5.4115, 4.1790, 2.0169)
H (-2.9881, 0.4037, 2.7693)
H (-0.4612, 0.5714, 3.8800)
H (2.9110, 3.1801, 3.6576)
H (3.2560, 4.7977, 2.1669)
H (4.1330, 4.9518, 0.6454)
H (2.3948, 4.6216, 0.6348)
H (4.9238, 2.9452, 2.9138)
H (5.1941, 1.5553, 1.8549)
H (5.7745, 3.1594, 1.3873)
H (2.9428, 2.6726, -0.9327)
H (4.6448, 3.0634, -0.7567)
H (4.0983, 1.4222, -0.4150)
H (3.2256, 2.6539, 5.7750)
H (2.2917, 2.3146, 7.2277)
H (2.6884, 1.0018, 6.1120)
H (1.5576, 4.4304, 5.0793)
H (-0.1639, 4.0401, 4.9366)
H (0.6015, 4.1247, 6.5287)
H (0.1438, 0.4572, 6.0905)
H (-0.0751, 1.8276, 7.1739)
H (-1.0103, 1.7507, 5.6870)
H (-5.0194, 3.0402, 0.0889)
H (-5.6615, 2.7773, -2.0140)
H (-4.9763, 3.0539, -3.6135)
H (-4.8645, 1.4495, -2.8706)
H (-4.2126, 4.7252, -1.0636)
H (-2.4723, 4.7212, -1.3641)
H (-3.6050, 4.9767, -2.6974)
H (-2.3910, 1.5564, -3.3952)
H (-2.5743, 3.2088, -3.9875)
H (-1.3926, 2.8743, -2.7333)
C (1.4085, -0.6768, -4.2202)
C (2.8513, -1.1588, -4.0170)
C (3.4689, -0.7702, -2.6652)
Sb (3.5467, -1.7703, -0.6833)
C (4.4353, -3.6449, -1.1916)
C (5.2377, -3.7530, -2.3297)
C (5.9135, -4.9341, -2.6159)
C (5.8017, -6.0197, -1.7595)
C (5.0149, -5.9221, -0.6196)
C (4.3357, -4.7411, -0.3311)
C (1.9207, -2.6662, 0.4432)
C (0.8659, -3.5237, 0.0986)
C (0.0303, -4.0521, 1.0715)
C (0.2284, -3.7371, 2.4138)
C (1.2737, -2.9019, 2.7716)
C (2.1052, -2.3600, 1.7910)
Sb (0.2508, -1.6682, -2.7465)
C (-1.7873, -1.4869, -3.2756)
C (-2.1987, -1.0597, -4.5357)
C (-3.5553, -0.9316, -4.8142)
C (-4.4960, -1.2157, -3.8362)
C (-4.0901, -1.6250, -2.5709)
C (-2.7383, -1.7589, -2.2889)
C (0.6611, -3.6175, -3.4346)
C (-0.0418, -3.9455, -4.5942)
C (0.2075, -5.1644, -5.2116)
C (1.1446, -6.0417, -4.6778)
C (1.8431, -5.7017, -3.5288)
C (1.6029, -4.4855, -2.8999)
H (1.0290, -0.9378, -5.2060)
H (1.3342, 0.4062, -4.0935)
H (3.4530, -0.7069, -4.8093)
H (2.9112, -2.2387, -4.1612)
H (3.1637, 0.2472, -2.3948)
H (4.5577, -0.7522, -2.7304)
H (5.3438, -2.9155, -3.0119)
H (6.5301, -5.0031, -3.5038)
H (6.3365, -6.9366, -1.9735)
H (4.9307, -6.7667, 0.0534)
H (3.7334, -4.6915, 0.5666)
H (0.7257, -3.8679, -0.9126)
H (-0.7611, -4.7353, 0.7847)
H (-0.4223, -4.1532, 3.1738)
H (1.4594, -2.6776, 3.8157)
H (2.9284, -1.7219, 2.0948)
H (-1.4757, -0.8180, -5.3056)
H (-3.8742, -0.6131, -5.7986)
H (-5.5509, -1.1269, -4.0614)
H (-4.8270, -1.8444, -1.8087)
H (-2.4335, -2.0869, -1.3004)
H (-0.7816, -3.2801, -5.0181)
H (-0.3356, -5.4268, -6.1107)
H (1.3287, -6.9922, -5.1618)
H (2.5838, -6.3743, -3.1136)
H (2.1760, -4.2367, -2.0217)

Mulliken population analysis, charges in e, atoms 1 to 8: atom 1 (V): 1.772, atom 2 (C): -1.933, atom 3 (C): 1.871, atom 4 (C): -1.614, atom 5 (C): -1.566, atom 6 (C): -0.508, atom 7 (C): -0.617, atom 8 (C): 0.816


Formula: C55H71N3O4
Source: OMol25
Level of theory: ωB97M-V with the def2-TZVPD basis set

* multiplicity: 1
* maximum force: 0.05518 hartree/bohr
* net charge: 0

Positions of all 133 atoms, in Å:
C (-5.8404, -0.4544, -1.5258)
C (-5.6036, 0.2156, -0.1671)
C (-6.4090, 1.5115, -0.0426)
C (-4.1109, 0.4100, 0.0713)
C (-3.4561, 1.5901, -0.2987)
C (-2.0839, 1.7384, -0.1471)
C (-1.3762, 2.9777, -0.6986)
C (-2.1945, 4.2632, -0.5561)
C (-0.8212, 2.7590, -2.1093)
C (-1.3567, 0.6915, 0.4980)
C (0.0793, 0.8534, 0.7208)
N (0.6131, 1.8027, 1.6027)
C (-0.0601, 2.9120, 2.2593)
C (0.3236, 4.2430, 1.9876)
C (1.6567, 4.6030, 1.3367)
C (2.7243, 4.8262, 2.4092)
C (1.5646, 5.7457, 0.3346)
C (-0.5139, 5.2755, 2.4211)
C (-1.6313, 5.0077, 3.2025)
C (-1.9400, 3.7000, 3.5498)
C (-1.1305, 2.6433, 3.1328)
C (-1.3255, 1.2544, 3.7111)
C (-2.7816, 0.9544, 4.0494)
C (-0.4290, 0.9588, 4.9143)
N (1.9631, 1.7502, 1.5938)
N (2.2787, 0.7195, 0.7645)
C (3.6671, 0.5027, 0.4252)
C (4.2189, 1.1953, -0.6616)
C (3.3827, 2.2198, -1.4380)
C (2.8678, 1.6212, -2.7377)
C (4.1263, 3.5268, -1.7078)
C (5.5407, 0.9256, -1.0193)
C (6.3284, 0.0974, -0.2222)
C (5.7916, -0.4772, 0.9282)
C (4.4635, -0.2646, 1.2812)
C (3.9469, -0.8204, 2.6100)
C (2.6970, -1.6892, 2.4745)
C (3.7510, 0.2747, 3.6628)
C (1.1418, 0.1893, 0.1197)
C (1.2129, -0.7717, -0.8864)
C (-2.0337, -0.4905, 0.9477)
C (-1.3401, -1.5784, 1.7857)
C (-0.8293, -2.7051, 0.9130)
C (-2.2111, -2.2306, 2.8623)
C (-3.3802, -0.6375, 0.6236)
H (-5.2316, -1.3614, -1.6190)
H (-6.8929, -0.7354, -1.6380)
H (-5.5677, 0.2210, -2.3479)
H (-5.9613, -0.4841, 0.6033)
H (-6.1761, 2.0173, 0.8995)
H (-6.1885, 2.1937, -0.8708)
H (-7.4817, 1.2916, -0.0517)
H (-4.0266, 2.4067, -0.7481)
H (-0.5027, 3.1278, -0.0557)
H (-2.6701, 4.2943, 0.4329)
H (-1.5422, 5.1447, -0.6357)
H (-2.9679, 4.3385, -1.3330)
H (-0.0988, 1.9282, -2.1065)
H (-1.6295, 2.5021, -2.8122)
H (-0.3056, 3.6624, -2.4717)
H (1.9802, 3.7235, 0.7742)
H (2.7956, 3.9350, 3.0463)
H (3.7029, 4.9990, 1.9448)
H (2.4827, 5.6856, 3.0502)
H (0.8705, 5.4982, -0.4769)
H (1.2290, 6.6769, 0.8058)
H (2.5465, 5.9219, -0.1193)
H (-0.2746, 6.3048, 2.1567)
H (-2.2538, 5.8228, 3.5676)
H (-2.7998, 3.4944, 4.1832)
H (-1.0262, 0.5659, 2.9181)
H (-3.3954, 0.9688, 3.1407)
H (-2.8611, -0.0279, 4.5267)
H (-3.1852, 1.6863, 4.7595)
H (0.6328, 1.1122, 4.6738)
H (-0.6964, 1.6170, 5.7556)
H (-0.5650, -0.0877, 5.2303)
H (2.5363, 2.4622, -0.7800)
H (2.2429, 0.7429, -2.5387)
H (2.2778, 2.3487, -3.3098)
H (3.7271, 1.3081, -3.3469)
H (4.6491, 3.8838, -0.8136)
H (4.8623, 3.3997, -2.5118)
H (3.4134, 4.3046, -2.0101)
H (5.9526, 1.4065, -1.9092)
H (7.3670, -0.0888, -0.4969)
H (6.4249, -1.0771, 1.5858)
H (4.7611, -1.4661, 2.9683)
H (2.7186, -2.2786, 1.5513)
H (2.6353, -2.3776, 3.3258)
H (1.7852, -1.0788, 2.4780)
H (4.7037, 0.7512, 3.9177)
H (3.0748, 1.0628, 3.3094)
H (3.3291, -0.1552, 4.5770)
H (2.1698, -1.2623, -1.0525)
H (0.3588, -0.8860, -1.5380)
H (-0.4632, -1.1266, 2.2716)
H (-0.1162, -2.3306, 0.1761)
H (-0.3092, -3.4865, 1.4847)
H (-1.6661, -3.1843, 0.3874)
H (-2.6162, -1.5039, 3.5686)
H (-3.0525, -2.7690, 2.4064)
H (-1.6028, -2.9482, 3.4317)
H (-3.8942, -1.5844, 0.8185)
C (-1.1274, -5.5184, -4.8278)
C (-0.4393, -4.4108, -5.6189)
C (-0.5300, -4.7304, -7.1064)
O (-1.0591, -3.1050, -5.4494)
C (-0.8336, -2.4799, -4.2587)
O (-1.4116, -1.4508, -3.9765)
C (0.0977, -3.2090, -3.3714)
C (-0.1738, -3.3155, -2.0459)
C (-0.1370, -4.6459, -1.3810)
C (1.0695, -5.3471, -1.2414)
C (1.0708, -6.6315, -0.6903)
C (-0.1236, -7.2587, -0.3187)
C (-1.3392, -6.5833, -0.4746)
C (-1.3475, -5.2860, -0.9763)
C (1.2605, -3.8055, -4.0637)
O (2.3993, -3.8168, -3.6475)
O (0.9677, -4.3194, -5.2983)
H (-1.0128, -5.4062, -3.7405)
H (-2.1975, -5.5319, -5.0785)
H (-0.6788, -6.4740, -5.1363)
H (-0.0655, -3.9464, -7.7067)
H (-0.0351, -5.6810, -7.3154)
H (-1.5825, -4.8046, -7.3788)
H (-0.7570, -2.5023, -1.6214)
H (1.9868, -4.8716, -1.5972)
H (2.0284, -7.1356, -0.5751)
H (-0.1356, -8.2706, 0.0912)
H (-2.2846, -7.0578, -0.1988)
H (-2.2991, -4.7548, -1.1036)

Mulliken population analysis, charges in e, atoms 1 to 8: atom 1 (C): -1.322, atom 2 (C): 0.186, atom 3 (C): -1.610, atom 4 (C): 0.375, atom 5 (C): -0.424, atom 6 (C): 0.694, atom 7 (C): 2.463, atom 8 (C): -2.048


Formula: C55H75BN13O3SSiTi
Source: OMol25
Level of theory: ωB97M-V with the def2-TZVPD basis set

* multiplicity: 3
* maximum force: 0.03036 hartree/bohr
* net charge: -1

Positions of all 150 atoms, in Å:
Ti (-0.3695, 0.6954, -0.0783)
C (3.8091, 3.5049, -0.8229)
C (2.3687, 3.2281, -1.2619)
C (2.1226, 3.9035, -2.6145)
C (1.3901, 3.7187, -0.2379)
C (1.4841, 4.9582, 0.4181)
C (0.3770, 4.9998, 1.2250)
N (-0.3160, 3.8627, 1.0607)
N (0.2921, 3.0636, 0.1421)
B (-1.7015, 3.6840, 1.6785)
N (-1.9418, 2.3179, 2.3718)
C (-2.4891, 2.2179, 3.5915)
C (-2.9675, 0.9372, 3.7537)
C (-2.6665, 0.2971, 2.5410)
N (-2.0252, 1.1351, 1.7169)
C (-3.1169, -1.0827, 2.1472)
C (-2.8287, -2.1422, 3.2124)
C (-4.6228, -1.0524, 1.8637)
N (-2.8482, 3.9899, 0.6899)
C (-4.0761, 4.3832, 1.0787)
C (-4.8374, 4.5969, -0.0493)
C (-3.9584, 4.3162, -1.1139)
N (-2.7707, 3.9371, -0.6564)
C (-4.2160, 4.5059, -2.5850)
C (-3.6732, 3.3673, -3.4505)
C (-3.6437, 5.8485, -3.0463)
H (4.5087, 3.0153, -1.5046)
H (4.0054, 3.1466, 0.1846)
H (4.0179, 4.5778, -0.8551)
H (2.2273, 2.1555, -1.3770)
H (2.2395, 4.9867, -2.5174)
H (1.1208, 3.6884, -2.9783)
H (2.8458, 3.5468, -3.3524)
H (2.2556, 5.7010, 0.3169)
H (0.0200, 5.7534, 1.9056)
H (-1.7899, 4.4926, 2.5783)
H (-2.5298, 3.0782, 4.2370)
H (-3.4731, 0.5251, 4.6099)
H (-2.6063, -1.3457, 1.2229)
H (-1.7739, -2.1992, 3.4805)
H (-3.1377, -3.1251, 2.8507)
H (-3.3901, -1.9349, 4.1279)
H (-5.1723, -0.7853, 2.7708)
H (-4.9650, -2.0336, 1.5280)
H (-4.8593, -0.3267, 1.0867)
H (-4.3119, 4.4839, 2.1249)
H (-5.8614, 4.9253, -0.1072)
H (-5.3052, 4.5500, -2.7070)
H (-2.6344, 3.5482, -3.7238)
H (-4.2524, 3.2761, -4.3728)
H (-3.6965, 2.4127, -2.9331)
H (-2.5672, 5.8621, -2.8697)
H (-4.0883, 6.6810, -2.4982)
H (-3.8181, 6.0021, -4.1143)
C (-1.1056, 0.0392, -5.8227)
Si (0.5985, 0.7698, -5.5698)
C (0.5499, 2.6249, -5.8028)
C (1.7362, 0.1039, -6.9207)
C (1.2748, 0.1603, -3.9295)
C (2.2682, -0.7975, -3.8756)
C (2.6383, -1.3697, -2.6523)
C (1.9833, -0.9439, -1.5208)
N (1.0388, 0.0096, -1.5080)
C (0.6616, 0.5564, -2.7085)
S (-0.6228, 1.6609, -2.5838)
H (-1.5485, 0.3767, -6.7626)
H (-1.7595, 0.3366, -5.0023)
H (-1.0544, -1.0516, -5.8367)
H (0.0695, 2.8424, -6.7602)
H (1.5561, 3.0492, -5.8240)
H (-0.0114, 3.1112, -5.0078)
H (1.4443, 0.5235, -7.8857)
H (1.6907, -0.9832, -7.0058)
H (2.7753, 0.3860, -6.7376)
H (2.7564, -1.1279, -4.7854)
H (3.3945, -2.1411, -2.5843)
H (2.1993, -1.4046, -0.5641)
C (-0.8649, -6.7934, 3.4966)
O (-0.6626, -5.7262, 2.5961)
C (-0.1486, -6.0232, 1.3653)
C (0.1121, -7.2998, 0.9039)
C (0.6508, -7.4811, -0.3714)
C (0.9409, -6.3877, -1.1618)
C (0.6944, -5.0988, -0.6939)
C (0.1227, -4.9007, 0.5553)
N (-0.1511, -3.6537, 1.0987)
C (-0.2468, -2.4347, 0.4342)
N (-0.7700, -2.4875, -0.8352)
C (-1.9761, -1.7296, -1.1607)
C (-2.0870, -0.3894, -0.8451)
C (-3.3558, 0.1666, -1.1037)
C (-4.3812, -0.5462, -1.6898)
C (-4.2174, -1.8953, -2.0240)
C (-3.0014, -2.4894, -1.7364)
O (-2.7090, -3.8213, -1.9855)
C (-3.7425, -4.6154, -2.5115)
N (0.0956, -1.3153, 1.0101)
C (0.7776, -1.4024, 2.2622)
C (0.2686, -0.7634, 3.3825)
C (0.8767, -0.8673, 4.6265)
C (2.0515, -1.5841, 4.7576)
C (2.6324, -2.1670, 3.6364)
C (2.0193, -2.0643, 2.3938)
O (2.5921, -2.5645, 1.2577)
C (3.5997, -3.5435, 1.4033)
H (-1.2037, -6.3442, 4.4264)
H (0.0647, -7.3427, 3.6702)
H (-1.6304, -7.4806, 3.1256)
H (-0.1063, -8.1573, 1.5239)
H (0.8406, -8.4836, -0.7314)
H (1.3709, -6.5184, -2.1459)
H (0.9727, -4.2453, -1.3002)
H (-0.1295, -3.6049, 2.1062)
H (-0.9136, -3.4438, -1.1313)
H (-3.5186, 1.2134, -0.8613)
H (-5.3309, -0.0639, -1.8974)
H (-5.0196, -2.4476, -2.4910)
H (-3.3453, -5.6262, -2.5893)
H (-4.0484, -4.2683, -3.5038)
H (-4.6175, -4.6164, -1.8534)
H (-0.6434, -0.1946, 3.2768)
H (0.4236, -0.3778, 5.4787)
H (2.5378, -1.6794, 5.7205)
H (3.5724, -2.6943, 3.7304)
H (3.7750, -3.9474, 0.4087)
H (3.2686, -4.3480, 2.0667)
H (4.5298, -3.1128, 1.7877)
C (5.2622, -0.7085, 1.9937)
C (4.8138, -0.2094, 0.6327)
N (3.5589, 0.4815, 0.7815)
C (3.1977, 1.1264, 1.9406)
N (1.9838, 1.5055, 2.0631)
C (1.5987, 2.2463, 3.2493)
C (2.5333, 2.0307, 4.4295)
C (3.9591, 2.2532, 3.9456)
N (4.2359, 1.3657, 2.8280)
C (5.3791, 0.4744, 2.9399)
H (6.2183, -1.2326, 1.9370)
H (4.5075, -1.4006, 2.3726)
H (4.6724, -1.0270, -0.0763)
H (5.5807, 0.4573, 0.2122)
H (2.7761, 0.2128, 0.2088)
H (0.5655, 1.9970, 3.5011)
H (1.5928, 3.3145, 2.9976)
H (2.4527, 1.0047, 4.8006)
H (2.2837, 2.7115, 5.2465)
H (4.6889, 2.0397, 4.7303)
H (4.1018, 3.2977, 3.6444)
H (5.4463, 0.1148, 3.9747)
H (6.3057, 1.0261, 2.7310)

Mulliken population analysis, charges in e, atoms 1 to 8: atom 1 (Ti): 0.472, atom 2 (C): -1.739, atom 3 (C): 3.094, atom 4 (C): -1.708, atom 5 (C): -0.773, atom 6 (C): -1.010, atom 7 (C): -1.236, atom 8 (N): -0.351


no.,electronic energy (Ha)
1,-6111.228657
2,-2603.549046
3,-4640.605646